{
  "formula": "C33H78As3BrN4RuSi",
  "method": "ωB97M-V/def2-TZVPD",
  "s2": 0.852,
  "homo_energy_ev": [-13.77, -13.78],
  "multiplicity": 2,
  "charge": 3,
  "total_energy_ha": -11187.97205,
  "relative_energy_ev": 1.9868,
  "elements": ["Ru", "C", "C", "N", "C", "C", "N", "C", "C", "C", "N", "C", "C", "N", "C", "H", "H", "H", "H", "H", "H", "H", "H", "H", "H", "H", "H", "H", "H", "H", "H", "H", "H", "H", "H", "H", "H", "H", "H", "C", "As", "C", "C", "C", "C", "C", "As", "C", "C", "C", "As", "C", "C", "H", "H", "H", "H", "H", "H", "H", "H", "H", "H", "H", "H", "H", "H", "H", "H", "H", "H", "H", "H", "H", "H", "H", "H", "H", "H", "H", "C", "C", "C", "C", "Si", "Br", "C", "C", "C", "C", "C", "C", "C", "C", "H", "H", "H", "H", "H", "H", "H", "H", "H", "H", "H", "H", "H", "H", "H", "H", "H", "H", "H", "H", "H", "H", "H", "H", "H", "H", "H"],
  "coordinates": [[-1.226270, 1.431234, 0.930338], [1.823002, 4.143976, -0.007085], [0.597175, 4.299632, -0.928857], [-0.284860, 3.139708, -1.051331], [-1.309552, 3.397799, -2.062151], [-2.272657, 2.217245, -2.183391], [-2.810630, 1.768657, -0.891793], [-4.052311, 2.408526, -0.432210], [-3.977308, 3.891146, -0.056586], [-2.812021, 4.355346, 0.824216], [-2.426441, 3.431127, 1.892565], [-1.536156, 4.065656, 2.870330], [-0.134391, 4.301272, 2.313627], [0.449018, 3.046072, 1.844627], [1.752045, 3.186940, 1.193486], [2.062674, 5.147457, 0.351508], [2.673283, 3.810233, -0.605419], [0.986265, 4.568927, -1.922277], [-0.012748, 5.149997, -0.611207], [0.277604, 2.347390, -1.363522], [-0.855568, 3.570944, -3.050340], [-1.846585, 4.312125, -1.803793], [-1.719860, 1.380028, -2.620335], [-3.081533, 2.491146, -2.870690], [-3.038806, 0.775069, -1.001720], [-4.386628, 1.824011, 0.435618], [-4.820751, 2.324576, -1.213576], [-4.917881, 4.118442, 0.446804], [-3.957293, 4.494201, -0.964390], [-3.104254, 5.323628, 1.251788], [-1.921374, 4.513158, 0.221250], [-3.272249, 3.136810, 2.384580], [-1.452433, 3.401305, 3.734806], [-1.942273, 5.023366, 3.219408], [0.485735, 4.747379, 3.102629], [-0.177547, 5.006578, 1.488878], [0.602427, 2.445188, 2.662814], [2.064237, 2.184651, 0.882884], [2.493097, 3.540837, 1.923761], [-3.126652, 1.411213, 4.758350], [-1.683705, 0.608333, 3.691773], [-0.103485, 1.025260, 4.802551], [-2.022965, -1.226006, 4.406588], [-1.678119, -2.445329, 3.549501], [-0.249836, -2.311374, 3.037926], [-2.686596, -2.585323, 2.408622], [-2.582356, -1.322495, 0.872605], [-4.467061, -1.435352, 0.330190], [-1.910753, -2.604092, -0.464805], [-1.832494, -3.669915, 4.482051], [-1.076423, -5.503951, 4.101726], [0.833968, -5.316616, 4.522334], [-1.065031, -5.896694, 2.166053], [-3.159450, 0.904554, 5.721484], [-4.084342, 1.261663, 4.261069], [-2.990341, 2.474689, 4.939091], [-0.231096, 0.609651, 5.800796], [0.040261, 2.099457, 4.907347], [0.800503, 0.594541, 4.362908], [-3.082427, -1.261584, 4.674610], [-1.452787, -1.263510, 5.339124], [-0.134868, -1.379735, 2.469466], [0.012265, -3.139921, 2.381971], [0.447055, -2.284422, 3.874072], [-3.693481, -2.500160, 2.826138], [-2.594620, -3.584420, 1.975229], [-4.824011, -2.451522, 0.494905], [-4.563188, -1.210465, -0.733810], [-5.098471, -0.751609, 0.893513], [-2.484064, -3.529518, -0.391743], [-0.852550, -2.817244, -0.318620], [-2.043999, -2.198388, -1.466842], [-2.898566, -3.833259, 4.660030], [-1.383407, -3.452815, 5.454953], [0.944523, -4.854467, 5.501646], [1.350882, -4.725272, 3.767340], [1.292420, -6.302566, 4.566547], [-2.083122, -6.005384, 1.796033], [-0.559570, -6.852326, 2.032015], [-0.533924, -5.136540, 1.593386], [2.645863, 1.926536, -3.485039], [3.625675, 0.748120, -3.406855], [4.600304, 1.045053, -2.259155], [4.422806, 0.653380, -4.721207], [2.724004, -0.965123, -3.135391], [0.547222, 0.015333, -0.208505], [1.255662, -1.468525, -4.338187], [1.836072, -2.463330, -5.358227], [0.693857, -0.267244, -5.113760], [0.073809, -2.105137, -3.591667], [3.553462, -2.341209, -2.020922], [2.601510, -3.527393, -1.815565], [3.952226, -1.840834, -0.625126], [4.814151, -2.832153, -2.754534], [3.216145, 2.846608, -3.589261], [2.053239, 1.986453, -2.576619], [1.986680, 1.860919, -4.342010], [5.068466, 2.009078, -2.432746], [5.395595, 0.310147, -2.211064], [4.085070, 1.085090, -1.304439], [4.930547, 1.597678, -4.900531], [3.785649, 0.455754, -5.579596], [5.180199, -0.122819, -4.674890], [2.632431, -2.009247, -5.938267], [1.053870, -2.766976, -6.049089], [2.222000, -3.361142, -4.885852], [1.457421, 0.230022, -5.703167], [0.218201, 0.448743, -4.447493], [-0.063031, -0.624644, -5.809727], [0.323085, -3.067069, -3.163935], [-0.737496, -2.262954, -4.298062], [-0.274448, -1.450215, -2.797367], [1.712158, -3.215309, -1.273654], [3.113766, -4.283150, -1.224825], [2.315687, -3.990490, -2.753801], [3.092461, -1.451125, -0.089135], [4.718112, -1.078046, -0.661950], [4.356316, -2.679344, -0.064184], [4.582513, -3.227711, -3.740498], [5.269167, -3.631552, -2.174629], [5.555272, -2.045042, -2.862439]],
  "forces_ev_per_angstrom": [[-0.9653, 1.3892, 1.3255], [-0.3897, -0.0332, 0.0609], [0.3518, 0.2214, 0.0172], [0.0170, -0.6262, 0.0139], [-0.1554, -0.2409, -0.1535], [0.4287, 0.3853, -0.1855], [0.6449, -0.9928, 0.6598], [-0.2836, 0.2175, 0.2437], [0.3069, -0.2779, 0.1164], [-0.1391, 0.2521, -0.5055], [-0.0210, -1.5010, -0.2937], [0.6036, 0.0306, 0.2635], [-0.4752, 0.1388, 0.2122], [-0.9913, -1.4784, 0.1142], [0.5688, -0.1225, -0.4940], [0.1002, -0.0529, -0.1101], [0.0244, 0.0801, 0.0759], [-0.1244, 0.0860, 0.0940], [0.0047, -0.0520, 0.0059], [-0.0832, 0.0621, 0.0303], [-0.1287, 0.0227, 0.1131], [0.0722, -0.0139, 0.0047], [-0.1299, -0.0231, 0.0577], [0.0194, -0.1164, 0.0571], [0.0632, 0.4714, -0.0218], [0.0021, 0.0855, -0.1868], [0.0735, -0.1265, 0.1486], [-0.0661, 0.0444, -0.0667], [-0.0598, 0.0992, 0.0369], [0.1401, -0.0869, 0.0260], [-0.0494, 0.0573, 0.0067], [0.1824, 0.0059, -0.0721], [-0.0811, 0.1462, -0.0574], [-0.0328, -0.1333, -0.0467], [-0.0559, -0.0003, -0.1275], [0.0963, 0.0219, -0.0381], [0.0153, 0.3111, -0.2112], [-0.1226, 0.1374, 0.0849], [-0.1395, -0.1023, -0.0069], [-0.0315, 0.3968, -0.4367], [0.5457, -0.3604, 0.2733], [0.0576, 0.1651, -0.4231], [-0.1458, -0.0839, -0.4959], [0.2669, 0.0718, 0.1932], [-0.1466, 0.0989, -0.0785], [0.1594, 0.3102, 0.3294], [-0.0876, -0.3746, -0.2092], [0.0541, 0.4290, -0.0697], [0.2774, 0.4244, -0.1046], [0.2603, -0.0992, -0.6598], [-0.6304, -0.9363, 0.8593], [-0.0831, 0.4336, -0.5484], [0.2196, 0.7108, 0.0945], [0.1633, -0.0923, -0.0434], [-0.0040, -0.0592, -0.0308], [0.0541, 0.0354, -0.0300], [-0.1712, -0.0415, -0.0503], [-0.0331, 0.0691, -0.0152], [-0.1536, -0.0339, -0.0217], [0.0300, 0.1311, -0.0219], [0.0235, 0.2088, -0.1215], [0.1173, -0.0443, -0.0716], [0.0982, -0.0368, 0.0243], [0.1294, -0.0675, 0.0122], [-0.0358, 0.0457, -0.1572], [0.0054, 0.1389, -0.2145], [0.1487, -0.0356, 0.0316], [0.0133, 0.0153, 0.0466], [0.0135, 0.0287, 0.0505], [-0.0792, 0.1362, 0.1907], [-0.0439, 0.0629, 0.0892], [0.0101, 0.0685, 0.0193], [0.0534, -0.1053, 0.0642], [0.0198, -0.0243, -0.0027], [-0.0513, 0.0396, 0.0042], [0.1953, 0.0416, 0.0943], [-0.1621, -0.0650, -0.0407], [-0.0410, 0.0222, 0.0565], [0.0152, 0.0221, 0.1376], [0.0183, -0.0463, -0.2313], [-0.0841, -0.3466, -0.1717], [-0.2063, -0.2785, 0.3490], [-0.1563, -0.3155, -0.1585], [-0.3181, -0.4278, 0.0437], [0.3027, -0.2444, -0.4949], [-0.2412, 0.0892, 0.2109], [0.1104, 0.3634, 0.3414], [0.3138, 0.0796, 0.3952], [0.2874, -0.0706, 0.1771], [0.3793, 0.0290, 0.1326], [-0.3881, 0.2585, -0.0198], [0.0174, 0.2832, -0.2290], [-0.0993, 0.2689, -0.3002], [-0.2104, 0.3946, -0.3231], [0.1324, 0.1287, 0.0444], [-0.1772, 0.1152, 0.2021], [-0.1406, 0.0315, -0.0662], [0.0663, 0.2077, -0.0843], [0.1548, -0.1298, 0.1165], [-0.0152, 0.0168, 0.2451], [0.0597, 0.1802, 0.0439], [-0.0707, 0.0050, -0.1600], [0.1952, -0.1328, -0.0368], [0.1900, 0.0248, -0.2281], [-0.1714, 0.0074, -0.0888], [0.0742, -0.1882, 0.0306], [0.0611, 0.1693, -0.0803], [-0.0380, 0.1658, 0.0405], [-0.0752, -0.0974, -0.0543], [0.0253, -0.1848, 0.1296], [-0.1202, 0.0089, -0.1407], [-0.1638, 0.0735, 0.1340], [-0.1867, -0.0701, 0.0772], [0.0820, -0.0795, 0.0969], [-0.1236, -0.1138, -0.1069], [-0.1064, 0.0577, 0.2184], [0.1340, 0.1426, 0.0413], [0.0264, -0.1660, 0.0730], [0.0459, -0.1188, -0.1681], [0.0079, -0.1227, 0.1231], [0.1564, 0.0996, -0.0385]]
}